Entry 1:
{
  "formula": "C3H12N2S",
  "method": "ωB97M-V with the def2-TZVPD basis set",
  "species": ["C", "C", "S", "H", "H", "H", "H", "H", "H", "N", "C", "N", "H", "H", "H", "H", "H", "H"],
  "coordinates": [[-1.59146, 1.88644, -0.21282], [-2.32823, 0.95877, 0.77849], [-1.85833, -0.76451, 0.54009], [-2.08764, 1.98209, -1.16294], [-0.56095, 1.62311, -0.46176], [-1.50146, 2.83421, 0.34446], [-2.38882, 1.31888, 1.80334], [-3.35652, 0.96660, 0.39299], [-0.57329, -0.46680, 0.80747], [2.00544, -1.11078, 0.48902], [2.26332, 0.00483, -0.42632], [3.04986, -0.33268, -1.57286], [1.28594, -1.76323, 0.20615], [2.85899, -1.52121, 0.82968], [1.28776, 0.31372, -0.83918], [2.74305, 0.75650, 0.22796], [4.05106, -0.36772, -1.60400], [2.60113, -0.51500, -2.44914]],
  "lowdin_charge": [-0.176, -0.634, 0.678, 0.063, 0.035, 0.074, 0.066, 0.053, -0.167, -0.024, -0.370, -0.008, 0.044, 0.054, 0.090, 0.111, 0.057, 0.055],
  "lumo_ev": 1.04,
  "smiles": "CCS.NCN",
  "gap_ha": 0.3563
}


Entry 2:
{
  "formula": "C3H12N3",
  "method": "ωB97M-V with the def2-TZVPD basis set",
  "species": ["N", "C", "N", "H", "H", "H", "H", "H", "H", "C", "C", "N", "H", "H", "H", "H", "H", "H"],
  "coordinates": [[-3.14020, 0.84560, 0.65201], [-1.83183, 0.33849, 0.91963], [-0.77401, 0.66228, -0.13152], [-3.12800, 1.71970, 0.14134], [-3.69066, 0.20096, 0.10154], [-1.43150, 0.77734, 1.83363], [-1.83127, -0.74280, 1.02210], [-1.00737, 0.23755, -1.03289], [-0.74969, 1.67028, -0.26985], [2.37574, -0.32568, -0.54072], [2.27647, -1.26288, -1.47434], [1.65337, -0.33587, 0.69624], [3.01956, 0.52283, -0.74465], [2.72320, -1.19974, -2.45045], [1.61694, -2.11429, -1.31087], [1.56322, -1.31535, 0.97278], [2.19529, 0.11542, 1.42646], [0.16074, 0.20616, 0.18956]],
  "lowdin_charge": [0.041, -0.240, 0.152, 0.086, 0.087, 0.129, 0.134, 0.157, 0.156, -0.263, 0.013, 0.002, 0.111, 0.062, 0.065, 0.115, 0.112, 0.083],
  "lumo_ev": -3.19,
  "gap_ha": 0.3698,
  "charge": 1
}


Entry 3:
{
  "formula": "C3H12N3O",
  "method": "ωB97M-V with the def2-TZVPD basis set",
  "species": ["C", "C", "N", "N", "N", "H", "H", "H", "H", "H", "H", "H", "H", "C", "O", "H", "H", "H", "H"],
  "coordinates": [[1.85888, 1.74190, 0.29497], [0.09110, 0.11682, 1.16146], [1.19808, 0.46697, 0.45923], [-0.40944, 0.91847, 2.11722], [-0.39098, -1.14709, 1.09718], [1.22844, -0.17971, -0.32257], [1.36132, 2.53793, -0.24739], [2.82085, 1.61653, -0.24463], [0.03981, 1.82833, 2.13466], [-0.51749, 0.60032, 3.07434], [-0.63915, -1.50614, 0.15124], [-1.18067, -1.23249, 1.76545], [2.10476, 2.13995, 1.28829], [-1.26725, -1.69167, -2.27506], [-0.96375, -0.61314, -1.38382], [-1.22123, 0.27993, -1.65661], [-1.84226, -2.35597, -1.72831], [-0.30380, -2.06419, -2.57377], [-1.96723, -1.45675, -3.11187]],
  "lowdin_charge": [-0.049, -0.420, 0.051, 0.194, 0.173, 0.144, 0.093, 0.113, 0.111, 0.142, 0.104, 0.143, 0.096, -0.088, -0.179, 0.112, 0.056, 0.089, 0.113],
  "lumo_ev": -3.10,
  "gap_ha": 0.4199,
  "charge": 1
}


Entry 4:
{
  "formula": "C3H12N3O",
  "method": "ωB97M-V with the def2-TZVPD basis set",
  "species": ["C", "C", "N", "N", "N", "H", "H", "H", "H", "H", "H", "H", "H", "C", "O", "H", "H", "H", "H"],
  "coordinates": [[-1.03752, -1.77093, 0.33681], [0.43077, -0.63092, -1.14959], [1.31329, -0.33201, -0.18127], [-0.67769, -1.35018, -1.01717], [0.69316, -0.26534, -2.42165], [1.05378, -0.68976, 0.72556], [1.43633, 0.67206, -0.06326], [-1.46045, -1.49647, -1.62608], [0.28864, -0.75426, -3.21823], [1.42099, 0.39459, -2.67335], [-0.24549, -2.35934, 0.79532], [-1.98070, -2.35796, 0.42952], [-1.32658, -0.90343, 0.92787], [0.20666, 1.87296, 1.85989], [-0.28508, 1.48777, 0.56860], [-0.79935, 2.24934, 0.20779], [0.27714, 2.95638, 1.94968], [-0.60101, 1.61967, 2.55163], [1.29312, 1.65783, 1.99794]],
  "lowdin_charge": [-0.050, -0.429, 0.186, 0.066, 0.194, 0.097, 0.111, 0.162, 0.137, 0.134, 0.097, 0.115, 0.083, -0.121, -0.186, 0.124, 0.082, 0.094, 0.102],
  "lumo_ev": -2.85,
  "gap_ha": 0.4330,
  "charge": 1
}


Entry 5:
{
  "formula": "C3H12N3O",
  "method": "ωB97M-V with the def2-TZVPD basis set",
  "species": ["O", "C", "C", "N", "H", "H", "H", "H", "H", "H", "N", "C", "N", "H", "H", "H", "H", "H", "H"],
  "coordinates": [[0.23604, -2.02437, 1.75476], [1.38225, -1.71977, 1.75397], [1.83070, -0.26689, 1.66021], [0.68520, 0.57967, 1.28389], [2.22962, -2.41812, 1.80378], [2.29487, 0.04286, 2.59511], [2.57983, -0.22413, 0.86893], [1.00625, 1.53615, 1.16808], [0.15166, 0.18682, 0.35011], [-0.04381, 0.64272, 1.98812], [-0.51808, -0.23249, -0.97273], [-1.24293, 0.97804, -1.48102], [-2.27795, 0.76442, -2.43455], [-1.16300, -0.98553, -0.76056], [0.09906, -0.56048, -1.70453], [-1.66409, 1.47940, -0.60942], [-0.48935, 1.63105, -1.91682], [-1.97839, 0.26592, -3.26524], [-3.11790, 0.32473, -2.08210]],
  "lowdin_charge": [0.100, -0.231, -0.118, 0.121, 0.138, 0.141, 0.138, 0.158, 0.091, 0.159, 0.006, -0.326, 0.021, 0.105, 0.104, 0.114, 0.119, 0.083, 0.081],
  "lumo_ev": -3.17,
  "gap_ha": 0.3667,
  "charge": 1
}


Entry 6:
{
  "formula": "C3H12N4",
  "method": "ωB97M-V with the def2-TZVPD basis set",
  "species": ["C", "C", "C", "N", "N", "N", "N", "H", "H", "H", "H", "H", "H", "H", "H", "H", "H", "H", "H"],
  "coordinates": [[0.09674, 1.09452, 0.32399], [-0.26184, 0.36908, -0.87842], [1.56614, 1.36939, 0.55497], [-0.63567, -1.30068, -0.14988], [0.45948, -2.21650, 0.00206], [-1.81497, -1.98045, -0.55770], [-0.81176, 2.11792, 0.72992], [-0.69253, -0.70467, 0.77675], [1.11622, -1.76960, 0.64495], [0.94328, -2.27947, -0.89345], [-1.99061, -2.72202, 0.11669], [-1.63391, -2.43340, -1.45112], [-0.77618, 2.95659, 0.14950], [-0.73321, 2.37567, 1.70581], [0.50472, 0.14542, -1.62447], [-1.21651, 0.64834, -1.31784], [1.75383, 1.62443, 1.60241], [2.18875, 0.49668, 0.32336], [1.93804, 2.20872, -0.05754]],
  "lowdin_charge": [-0.522, -0.054, -0.132, -0.273, 0.044, 0.038, -0.015, 0.155, 0.074, 0.076, 0.074, 0.077, 0.062, 0.055, 0.086, 0.086, 0.057, 0.049, 0.063],
  "lumo_ev": 0.88,
  "gap_ha": 0.2605
}


Entry 7:
{
  "formula": "C3H12N4O",
  "method": "ωB97M-V with the def2-TZVPD basis set",
  "species": ["C", "N", "N", "H", "H", "H", "H", "H", "H", "C", "C", "N", "N", "O", "H", "H", "H", "H", "H", "H"],
  "coordinates": [[0.56754, 1.81074, -1.05714], [-0.05581, 2.50117, 0.05426], [1.81739, 1.19507, -0.68753], [-0.51862, 1.83820, 0.67579], [-0.82060, 3.08567, -0.27966], [1.64508, 0.49735, 0.03166], [2.49843, 1.89647, -0.41359], [0.75969, 2.52536, -1.86657], [-0.11635, 0.96890, -1.42037], [0.04982, -2.25949, -0.52977], [-0.62204, -1.31904, 1.66355], [-0.66036, -1.25720, 0.21794], [-1.38329, -0.40259, -0.47250], [-2.02728, 0.43564, 0.17844], [-0.14769, -2.10658, -1.58917], [0.40067, -1.14347, 2.01519], [-0.27444, -3.25973, -0.23718], [1.12064, -2.17471, -0.35157], [-1.27252, -0.53911, 2.05591], [-0.96026, -2.29266, 2.01230]],
  "lowdin_charge": [-0.404, -0.010, -0.009, 0.030, 0.065, 0.041, 0.065, 0.109, 0.089, -0.048, -0.031, -0.250, -0.076, -0.099, 0.093, 0.093, 0.088, 0.085, 0.079, 0.090],
  "lumo_ev": 0.74,
  "smiles": "CN(C)N=O.NCN",
  "gap_ha": 0.3543
}


Entry 8:
{
  "formula": "C3H12NO",
  "method": "ωB97M-V with the def2-TZVPD basis set",
  "species": ["C", "C", "C", "N", "H", "H", "H", "H", "H", "H", "H", "H", "H", "H", "H", "H", "O"],
  "coordinates": [[0.59321, 1.87354, -1.16236], [0.11924, 0.93035, 0.00158], [-1.37053, 0.49380, -0.15460], [0.81397, -0.44078, 0.16945], [1.72718, 1.71696, -1.03516], [0.28004, 1.34976, -2.12698], [0.04279, 2.86056, -1.23670], [0.34577, 1.46460, 0.98139], [-1.59288, 0.22071, -1.23285], [-2.01381, 1.49021, 0.15375], [-1.70990, -0.21852, 0.72282], [1.87778, -0.37903, 0.33397], [0.44207, -0.90416, 1.01958], [0.65366, -1.15611, -0.63249], [-0.63009, -3.25701, 0.91630], [0.28474, -3.22203, 2.13096], [0.13675, -2.82286, 1.15135]],
  "lowdin_charge": [-0.051, -0.413, -0.085, 0.130, 0.103, 0.092, 0.114, 0.159, 0.097, 0.142, 0.108, 0.197, 0.106, 0.198, 0.006, 0.167, -0.069],
  "lumo_ev": -3.39,
  "gap_ha": 0.4655,
  "charge": 1
}